No. 1
Formula: C3H6O2S
Source: the Open Molecules 2025 dataset
Level of theory: ωB97M-V/def2-TZVPD

Computed properties:
energy relative to the best compared isomer or geometry (same formula, charge and spin) = 103.17 kcal/mol
M = 106.146 g/mol
multiplicity = 1
E_LUMO (alpha / beta) = 0.3 / 0.2 eV
HOMO (alpha / beta) = -7.98 / -7.68 eV
HOMO-LUMO gap (alpha / beta) = 8.24 / 7.86 eV
strongest force on any atom = 0.0855 Eh/bohr

Structure (XYZ):
```
12
C3H6O2S, DFT ωB97M-V/def2-TZVPD
C 0.76 0.91 -1.40
C -0.50 -0.46 -0.18
C 0.03 -0.17 1.16
O -0.11 -1.60 -0.77
O -0.52 0.99 1.76
S -0.97 0.90 -1.17
H 1.49 1.27 -0.81
H 1.05 0.27 -2.24
H 1.12 -0.09 1.31
H -0.25 -0.96 1.86
H -0.70 -1.79 -1.53
H -1.40 0.73 2.02
```

No. 2
Formula: C4H13N2O
Source: the Open Molecules 2025 dataset
Level of theory: ωB97M-V/def2-TZVPD

Computed properties:
total charge = +1
energy relative to the best compared isomer or geometry (same formula, charge and spin) = 67.76 kcal/mol
M = 105.161 g/mol
multiplicity = 1
E_LUMO = -3.5 eV
HOMO = -12.47 eV
HOMO-LUMO gap = 8.99 eV
strongest force on any atom = 0.0876 Eh/bohr

Structure (XYZ):
```
20
C4H13N2O, DFT ωB97M-V/def2-TZVPD
C 1.39 1.49 2.01
C -0.09 0.97 1.91
C -0.10 0.26 0.43
C -0.54 1.00 -0.68
N -0.72 0.36 -2.04
N 0.38 -1.05 0.44
H 1.61 2.11 1.12
H 2.05 0.55 1.88
H 1.77 2.01 2.98
H -0.93 1.58 2.11
H -0.21 0.00 2.53
H -0.66 2.06 -0.60
H -1.67 0.20 -2.41
H -0.14 0.99 -2.59
H -0.31 -0.55 -2.14
H 0.41 -1.53 -0.49
H 0.60 -1.48 1.33
H -1.33 -3.50 -1.42
H -0.75 -2.80 -2.66
O -0.75 -2.67 -1.72
```

No. 3
Formula: C7H10
Source: the Open Molecules 2025 dataset
Level of theory: ωB97M-V/def2-TZVPD

Computed properties:
energy relative to the best compared isomer or geometry (same formula, charge and spin) = 60.18 kcal/mol
M = 94.157 g/mol
multiplicity = 1
E_LUMO = 1.1 eV
HOMO = -9.81 eV
HOMO-LUMO gap = 10.93 eV
strongest force on any atom = 0.0102 Eh/bohr

Structure (XYZ):
```
17
C7H10, DFT ωB97M-V/def2-TZVPD
C 2.21 0.26 1.86
C 1.94 0.18 0.68
C 1.38 -0.06 -0.66
C 0.15 -0.91 -0.41
C -1.15 -0.92 -1.17
C -1.08 -0.30 0.21
C -1.24 1.20 0.31
H 2.42 0.32 2.90
H 1.16 0.89 -1.15
H 2.11 -0.58 -1.30
H 0.43 -1.88 -0.01
H -1.64 -1.89 -1.28
H -1.32 -0.24 -1.99
H -1.50 -0.86 1.04
H -2.30 1.47 0.27
H -0.81 1.60 1.23
H -0.75 1.71 -0.53
```

No. 4
Formula: C18H54N4O9PdY
Source: the Open Molecules 2025 dataset
Level of theory: ωB97M-V/def2-TZVPD

Computed properties:
total charge = +3
⟨S²⟩ = 2.006
M = 665.975 g/mol
multiplicity = 3
E_LUMO (alpha / beta) = -10.2 / -11.9 eV
HOMO (alpha / beta) = -15.30 / -15.30 eV
HOMO-LUMO gap (alpha / beta) = 5.08 / 3.41 eV
strongest force on any atom = 0.1071 Eh/bohr

Structure (XYZ):
```
87
C18H54N4O9PdY, DFT ωB97M-V/def2-TZVPD
Y 2.72 -0.89 3.70
Pd 5.91 -2.01 0.95
O 0.83 -0.42 2.26
C 1.31 -0.34 0.95
C 2.54 -1.31 0.54
O 3.64 -1.49 1.45
H 1.82 0.63 0.90
H 0.52 -0.42 0.20
H 2.87 -1.03 -0.46
H 2.14 -2.32 0.57
C 0.53 5.36 3.40
C 0.62 4.95 1.93
C 1.24 3.49 1.63
O 2.54 3.21 2.14
C 3.64 3.93 1.49
N -0.66 5.13 1.35
H 0.04 6.32 3.54
H 1.46 5.32 3.97
H -0.13 4.60 3.82
H 1.34 5.61 1.46
H 1.32 3.30 0.56
H 0.56 2.72 2.01
H 3.21 4.86 1.13
H 4.08 3.37 0.67
H 4.47 4.05 2.18
H -0.57 4.89 0.38
H -0.84 6.12 1.22
C 0.19 -4.75 0.82
C -0.66 -4.39 2.02
C -1.17 -5.58 2.81
O -1.87 -6.56 2.05
C -3.06 -6.10 1.41
N -0.03 -3.44 2.85
H 0.36 -3.89 0.18
H -0.46 -5.38 0.21
H 1.19 -5.07 1.10
H -1.48 -3.80 1.63
H -1.75 -5.19 3.65
H -0.25 -6.07 3.13
H -3.51 -6.82 0.73
H -2.98 -5.17 0.84
H -3.73 -5.96 2.25
H 0.08 -2.57 2.36
H -0.81 -3.26 3.47
C -0.20 -1.27 -4.26
C 1.26 -0.77 -4.31
C 1.49 0.42 -3.30
O 2.78 0.88 -3.40
C 2.86 2.14 -2.82
N 2.18 -1.92 -3.99
H -0.99 -0.52 -4.30
H -0.27 -1.83 -3.33
H -0.33 -1.96 -5.09
H 1.52 -0.44 -5.32
H 1.38 0.16 -2.25
H 0.84 1.27 -3.52
H 2.36 2.96 -3.33
H 3.91 2.40 -2.86
H 2.62 2.09 -1.76
H 1.90 -2.24 -3.08
H 3.06 -1.45 -3.82
C -5.55 2.12 -2.72
C -4.98 0.70 -2.59
C -3.83 0.81 -1.51
O -2.77 1.45 -2.10
C -1.55 1.49 -1.38
N -5.90 -0.34 -2.19
H -6.42 2.04 -3.37
H -4.84 2.79 -3.21
H -5.90 2.53 -1.78
H -4.48 0.40 -3.51
H -3.49 -0.17 -1.18
H -4.14 1.39 -0.64
H -0.90 0.64 -1.60
H -1.58 1.52 -0.29
H -0.99 2.40 -1.61
H -5.48 -1.03 -1.58
H -6.24 -0.84 -3.00
O 1.72 1.11 4.77
H 1.82 1.56 5.62
H 0.88 1.42 4.44
O -1.82 0.06 3.19
H -1.22 -0.32 2.55
H -1.48 0.93 3.35
O 5.37 -2.15 -1.13
H 4.45 -2.33 -1.33
H 5.73 -1.78 -1.93
```

No. 5
Formula: HO5PS
Source: the Open Molecules 2025 dataset
Level of theory: ωB97M-V/def2-TZVPD

Computed properties:
energy relative to the best compared isomer or geometry (same formula, charge and spin) = 8.59 kcal/mol
M = 144.044 g/mol
multiplicity = 1
E_LUMO = 0.2 eV
HOMO = -11.41 eV
HOMO-LUMO gap = 11.59 eV
strongest force on any atom = 0.1086 Eh/bohr

Structure (XYZ):
```
8
HO5PS, DFT ωB97M-V/def2-TZVPD
O -3.17 1.29 -0.92
O -0.71 1.21 -1.09
O -1.73 0.85 1.05
O -1.86 -1.00 -0.29
O 0.39 -0.59 0.87
P -1.16 -0.76 1.19
S -1.89 0.79 -0.51
H 0.65 0.14 0.30
```

No. 6
Formula: C32H79Cl6N5O18P3
Source: the Open Molecules 2025 dataset
Level of theory: ωB97M-V/def2-TZVPD

Computed properties:
total charge = -1
M = 1127.641 g/mol
multiplicity = 1
E_LUMO = 1.7 eV
HOMO = -5.46 eV
HOMO-LUMO gap = 7.17 eV
strongest force on any atom = 0.0787 Eh/bohr

Structure (XYZ):
```
143
C32H79Cl6N5O18P3, DFT ωB97M-V/def2-TZVPD
C 0.41 -0.56 0.32
C -0.04 -1.23 -0.96
O -0.55 -0.38 -1.93
H 0.87 0.42 0.21
H 1.16 -1.10 0.89
H -0.47 -0.34 0.93
H -0.72 -2.06 -0.79
H 0.87 -1.71 -1.32
C 0.82 2.83 -3.52
C 0.09 3.54 -2.35
O 0.34 4.73 -2.11
N -0.78 2.87 -1.68
C -1.77 3.38 -0.72
H 0.56 1.77 -3.61
H 1.90 2.91 -3.36
H 0.76 3.36 -4.47
H -0.95 1.89 -1.86
H -1.55 4.38 -0.34
H -1.81 2.65 0.09
H -2.74 3.30 -1.20
C -0.47 -1.42 -5.85
C -1.68 -2.15 -5.33
O -2.27 -2.91 -6.11
N -1.97 -2.11 -4.07
C -2.91 -2.99 -3.42
H -0.85 -0.58 -6.44
H 0.16 -2.02 -6.51
H 0.15 -1.15 -5.00
H -1.45 -1.52 -3.44
H -2.40 -3.74 -2.82
H -3.59 -3.56 -4.05
H -3.51 -2.39 -2.73
C -4.54 0.17 -1.20
C -4.38 0.77 -2.63
O -5.35 1.32 -3.14
N -3.18 0.56 -3.18
C -2.87 0.96 -4.55
H -3.59 -0.21 -0.84
H -5.26 -0.65 -1.21
H -4.82 0.95 -0.49
H -2.36 0.13 -2.77
H -1.81 0.92 -4.79
H -3.05 2.02 -4.72
H -3.37 0.44 -5.37
C 5.38 -4.49 -3.89
C 3.98 -3.85 -4.04
O 3.87 -2.71 -4.54
N 2.96 -4.49 -3.49
C 1.48 -4.06 -3.43
H 5.97 -3.58 -3.80
H 5.75 -5.07 -4.73
H 5.43 -4.96 -2.91
H 3.10 -5.40 -3.07
H 1.10 -4.32 -2.44
H 0.97 -4.61 -4.22
H 1.35 -3.00 -3.61
C 2.66 0.00 -3.07
C 3.73 0.71 -3.91
O 4.02 1.91 -3.73
N 4.54 -0.07 -4.62
C 5.73 0.34 -5.32
H 3.13 -0.94 -2.78
H 1.77 -0.11 -3.70
H 2.42 0.68 -2.25
H 4.28 -1.05 -4.69
H 5.93 -0.28 -6.19
H 6.50 0.26 -4.55
H 5.83 1.39 -5.57
C -7.32 3.62 4.02
O -6.46 2.47 3.98
P -5.54 2.09 2.69
O -4.80 3.19 2.04
O -4.54 0.90 3.17
C -3.54 0.39 2.29
O -6.64 1.33 1.81
C -7.59 0.41 2.40
H -7.96 3.59 4.90
H -7.97 3.61 3.15
H -6.69 4.51 4.00
H -3.34 1.15 1.52
H -3.89 -0.53 1.83
H -2.57 0.22 2.77
H -8.57 0.69 2.02
H -7.69 0.49 3.48
H -7.46 -0.64 2.16
C 0.40 3.34 1.79
O -0.23 4.37 2.54
P 0.60 5.69 2.96
O 1.90 5.37 3.72
O 0.88 6.43 1.60
C -0.26 6.90 0.77
O -0.44 6.65 3.80
C -0.54 6.54 5.21
H -0.04 2.40 2.12
H 1.48 3.27 1.80
H 0.17 3.51 0.74
H 0.14 7.09 -0.23
H -0.64 7.85 1.14
H -1.10 6.20 0.66
H -1.58 6.31 5.44
H -0.33 7.53 5.62
H 0.02 5.75 5.73
C 4.54 -1.24 6.02
O 3.31 -1.38 6.78
P 2.17 -0.23 6.81
O 2.65 1.16 7.10
O 1.53 -0.26 5.29
C 1.18 -1.45 4.53
O 0.97 -0.76 7.81
C 0.36 0.17 8.70
H 4.53 -1.95 5.20
H 5.44 -1.36 6.63
H 4.56 -0.25 5.55
H 1.41 -1.38 3.47
H 0.13 -1.77 4.56
H 1.87 -2.23 4.83
H 0.43 -0.15 9.74
H -0.70 0.30 8.46
H 0.79 1.17 8.66
Cl 6.40 -2.69 -0.99
C 5.91 -1.01 -0.69
C 4.60 -0.96 0.08
Cl 4.91 -1.38 1.77
H 5.63 -0.54 -1.63
H 6.75 -0.48 -0.23
H 3.82 -1.55 -0.40
H 4.17 0.03 0.14
Cl -1.61 -2.83 2.49
C -2.24 -3.88 1.21
C -3.42 -3.32 0.40
Cl -4.66 -2.93 1.64
H -2.58 -4.78 1.73
H -1.40 -4.16 0.57
H -3.87 -3.96 -0.36
H -3.09 -2.39 -0.06
Cl 1.02 -5.47 0.29
C 2.47 -4.35 0.69
C 3.84 -4.89 0.18
Cl 4.11 -6.55 0.79
H 2.51 -4.15 1.76
H 2.20 -3.41 0.21
H 4.68 -4.28 0.51
H 3.98 -4.94 -0.90
```

- Look up the multiplicity of the fourth one.
  3

- Which of these has the highest strongest force on any atom?
  HO5PS

- The highest strongest force on any atom belongs to which entry?
  HO5PS